1.
Here is a cluster of 2 separate species, C19H22Cl3IO3 in total from the OMol25 dataset. Energies are from wB97M-V/def2-TZVPD.

DFT total energy   -71867.414 eV
Orbital gap   8.675 eV
Max |F|   0.04681 Eh/bohr
Net charge   0
SMILES   CCOc1c([C@H](Cl)CC)ccc2c1C(=O)C(CCCI)=CC2=O.ClCCl
HOMO   -9.39 eV

```
48
Properties=species:S:1:pos:R:3:lowdin_charge:R:1
C 2.25 3.74 -0.30 -0.08
C 0.90 2.93 -0.30 -0.22
O 1.02 1.66 0.42 -0.12
C 0.41 0.71 -0.41 -0.19
C -1.04 0.53 -0.55 -0.12
C -2.05 1.40 0.28 -0.55
Cl -1.51 1.50 2.05 0.62
C -3.49 0.75 0.34 -0.28
C -4.54 1.68 1.09 -0.14
C -1.51 -0.49 -1.50 0.00
C -0.61 -1.35 -2.27 0.00
C 0.83 -1.20 -2.11 -0.05
C 1.30 -0.16 -1.18 0.02
C 2.86 -0.06 -1.04 -0.25
O 3.45 0.99 -0.92 0.12
C 3.59 -1.44 -1.13 -0.13
C 4.81 -1.63 -0.17 -0.14
C 4.17 -1.91 1.27 -0.30
C 5.16 -2.61 2.27 -0.62
I 5.25 -4.78 1.91 0.68
C 3.16 -2.41 -1.98 0.07
C 1.89 -2.10 -2.84 -0.31
O 1.76 -2.48 -3.98 0.10
H 2.04 4.81 -0.02 0.08
H 3.04 3.31 0.36 0.08
H 2.68 3.76 -1.34 0.07
H 0.63 2.76 -1.38 0.13
H 0.05 3.55 0.12 0.11
H -2.09 2.46 -0.07 0.10
H -3.87 0.56 -0.70 0.10
H -3.42 -0.19 0.96 0.12
H -4.49 2.70 0.63 0.08
H -4.39 1.70 2.19 0.06
H -5.56 1.27 0.84 -0.03
H -2.60 -0.66 -1.68 0.10
H -1.00 -2.13 -2.98 0.12
H 5.40 -2.54 -0.45 0.10
H 5.43 -0.70 -0.08 0.12
H 3.68 -1.00 1.70 0.12
H 3.33 -2.64 1.09 0.09
H 6.18 -2.15 2.33 0.06
H 4.71 -2.53 3.29 0.04
H 3.71 -3.38 -2.03 0.13
C -8.42 -0.53 1.61 -1.01
Cl -7.89 0.95 0.82 0.55
Cl -7.39 -0.94 2.99 0.51
H -9.44 -0.40 1.96 0.03
H -8.38 -1.35 0.89 0.03
```



2.
Here is a structure of composition C20H24B2KO28 from the OMol25 dataset. Energies are from wB97M-V/def2-TZVPD.

DFT total energy   -96146.295 eV
Orbital gap   5.802 eV
Max |F|   0.10265 Eh/bohr
Net charge   -1
HOMO   -7.05 eV

```
75
Properties=species:S:1:pos:R:3:lowdin_charge:R:1
K -19.19 -20.16 1.36 0.99
O -24.57 -25.11 0.21 0.11
C -24.50 -26.31 0.33 -0.34
O -25.43 -27.25 -0.07 0.16
B -24.98 -28.65 0.36 -0.80
O -23.63 -28.43 0.96 0.21
C -23.35 -27.14 1.01 -0.35
O -22.32 -26.62 1.51 0.07
O -24.88 -29.70 -0.65 0.23
C -25.71 -30.70 -0.42 -0.34
O -25.75 -31.80 -0.98 0.10
C -26.46 -30.30 0.89 -0.39
O -25.92 -29.20 1.37 0.22
O -27.37 -30.90 1.41 0.12
O -10.26 -30.79 0.94 0.12
C -10.87 -30.00 0.25 -0.39
O -12.10 -29.54 0.38 0.22
B -12.46 -28.51 -0.61 -0.90
O -11.23 -28.43 -1.43 0.21
C -10.38 -29.39 -1.07 -0.32
O -9.30 -29.77 -1.62 0.06
O -13.69 -28.90 -1.37 0.21
C -14.51 -27.81 -1.37 -0.28
O -15.54 -27.52 -2.05 0.08
C -13.80 -26.73 -0.44 -0.32
O -12.61 -27.19 -0.03 0.23
O -14.19 -25.58 -0.13 0.06
C -19.49 -13.30 2.97 -0.07
O -18.41 -12.61 2.38 -0.04
C -17.25 -13.21 1.88 -0.45
O -17.09 -14.44 1.90 0.09
O -16.39 -12.22 1.40 -0.02
C -15.06 -12.50 1.08 -0.08
H -19.21 -13.73 3.93 0.10
H -19.98 -13.95 2.24 0.10
H -20.25 -12.61 3.32 0.09
H -14.72 -13.43 1.52 0.09
H -14.42 -11.71 1.48 0.10
H -14.89 -12.56 0.01 0.10
C -21.68 -21.60 -4.67 -0.07
O -22.68 -20.70 -5.10 0.00
C -22.78 -19.56 -4.34 -0.56
O -22.08 -19.31 -3.36 0.08
O -23.89 -18.98 -4.73 0.00
C -24.55 -18.01 -3.97 -0.03
H -22.04 -22.07 -3.76 0.10
H -20.70 -21.16 -4.48 0.09
H -21.44 -22.39 -5.38 0.10
H -24.11 -17.06 -4.25 0.10
H -24.41 -18.37 -2.95 0.10
H -25.62 -18.03 -4.17 0.10
C -13.76 -18.87 6.40 -0.03
O -14.41 -19.47 7.53 0.00
C -15.66 -19.93 7.35 -0.58
O -16.32 -20.05 6.31 0.08
O -16.02 -20.46 8.50 0.01
C -17.22 -21.21 8.67 -0.03
H -14.29 -17.96 6.10 0.10
H -13.80 -19.57 5.57 0.09
H -12.69 -18.75 6.58 0.10
H -17.42 -21.90 7.84 0.10
H -18.08 -20.55 8.75 0.09
H -17.27 -21.72 9.63 0.09
C -25.48 -21.75 7.60 -0.05
O -24.67 -21.04 6.65 -0.03
C -24.49 -19.66 6.67 -0.55
O -23.81 -19.13 5.88 0.16
O -25.32 -19.07 7.62 -0.05
C -25.09 -17.67 7.98 -0.02
H -26.54 -21.78 7.33 0.09
H -25.34 -21.30 8.58 0.09
H -25.23 -22.81 7.59 0.09
H -25.76 -17.25 8.73 0.09
H -25.32 -17.18 7.03 0.09
H -24.05 -17.39 8.08 0.09
```



3.
Here is a structure of composition CoF6N3O12S6 from the OMol25 dataset. Energies are from wB97M-V/def2-TZVPD.

DFT total energy   -147978.146 eV
Orbital gap (alpha / beta)   3.940 / 8.551 eV
2S+1   5
Max |F|   0.20233 Eh/bohr
Net charge   -2
HOMO (alpha / beta)   0.15 / -4.87 eV

```
28
Properties=species:S:1:pos:R:3:lowdin_spin:R:1
Co -0.05 -0.58 -0.41 2.92
N 0.74 -1.69 0.99 0.08
S 0.43 -2.55 2.21 0.03
O 1.05 -2.13 3.53 0.03
O 0.31 -3.98 1.94 0.01
F -1.09 -2.12 2.36 0.00
S 2.44 -1.92 1.31 0.04
O 3.14 -3.23 1.52 0.03
O 3.07 -0.86 1.98 0.01
F 2.76 -1.63 -0.19 0.01
N 0.92 1.04 -0.93 0.13
S 2.29 1.37 -1.88 0.12
O 3.51 1.57 -1.11 0.05
O 2.24 1.98 -3.19 0.06
F 2.45 -0.16 -2.37 0.02
S 0.75 2.57 -0.66 0.08
O 0.04 3.29 -1.74 0.05
O 1.68 3.37 0.12 0.06
F -0.46 2.41 0.33 0.00
N -1.98 -0.12 -0.49 0.08
S -3.13 0.40 -1.59 0.05
O -2.86 1.76 -2.05 0.01
O -4.44 -0.20 -1.53 0.03
F -2.56 -0.50 -2.81 0.01
S -2.79 0.36 0.71 0.04
O -3.50 -0.72 1.42 0.01
O -3.35 1.70 0.80 0.03
F -1.59 0.58 1.73 0.01
```